{
  "formula": "C4H9N2",
  "method": "the ωB97M-V functional and the def2-TZVPD basis",
  "multiplicity": 1,
  "smiles": "[H]/N=[N+]1/C[C@@H]1CC",
  "homo_energy_ha": -0.5892,
  "charge": 1,
  "de_lowest_kj_mol": 547.1,
  "elements": ["H", "N", "N", "C", "C", "C", "C", "H", "H", "H", "H", "H", "H", "H", "H"],
  "coordinates": [[3.04333, -0.76673, 0.50235], [2.78136, -0.04100, -0.29048], [1.64257, 0.12072, -0.57298], [0.67277, 0.70375, -1.47507], [0.33931, -0.45362, -0.46282], [-0.42532, -0.07093, 0.79985], [-1.96104, -0.13436, 0.76132], [0.74258, 0.62081, -2.46027], [0.36833, 1.78353, -1.28170], [0.09162, -1.52542, -0.82452], [-0.22467, -0.68539, 1.68688], [-0.20382, 0.84732, 1.19914], [-2.32251, 0.51672, 0.08862], [-2.28820, 0.12088, 1.90353], [-2.25631, -1.03627, 0.42614]],
  "lowdin_charge": [0.20, 0.30, -0.12, 0.09, -0.12, -0.21, -0.05, 0.08, 0.18, 0.21, 0.12, 0.08, 0.03, 0.16, 0.04]
}


{
  "formula": "C4H9N2O",
  "method": "the ωB97M-V functional and the def2-TZVPD basis",
  "multiplicity": 2,
  "s_squared": 0.752,
  "homo_energy_ha": [0.1596, 0.0052],
  "charge": -2,
  "elements": ["N", "C", "O", "H", "H", "H", "H", "C", "C", "C", "N", "H", "H", "H", "H", "H"],
  "coordinates": [[-1.68242, -1.82818, 1.93629], [-0.42092, -1.85254, 1.11763], [-0.51378, -1.29679, -0.09310], [-2.13727, -0.97355, 1.61876], [-2.28729, -2.57141, 1.59926], [0.36087, -1.39923, 1.77944], [-0.15454, -2.93733, 1.02634], [0.23247, 1.47765, -0.33660], [-0.46508, 2.58861, -0.64115], [1.77294, 0.31297, -1.57331], [1.56490, 1.31170, -0.77258], [-0.21291, 0.64831, 0.22640], [0.07689, 3.47637, -0.95484], [-1.49401, 2.67411, -0.31489], [2.75158, 0.24289, -2.05826], [1.04326, -0.49881, -1.61449]],
  "mulliken_spin": [0.00, -0.03, -0.11, 0.00, 0.00, 0.02, 0.00, 0.47, -0.02, 2.86, -0.27, -0.09, -0.07, -0.04, -1.23, -0.49]
}


{
  "formula": "C4H9N2O",
  "method": "the ωB97M-V functional and the def2-TZVPD basis",
  "multiplicity": 1,
  "homo_energy_ha": -0.4401,
  "charge": 1,
  "de_lowest_kj_mol": 450.1,
  "elements": ["C", "C", "C", "C", "N", "N", "O", "H", "H", "H", "H", "H", "H", "H", "H", "H"],
  "coordinates": [[2.28736, -1.51137, -0.62153], [1.35471, 0.37264, 0.59401], [-1.11594, 1.20385, 0.11924], [-1.48256, -1.06114, -0.66292], [1.89666, -0.47222, -0.08482], [-1.12990, 2.00635, 1.14312], [-1.61611, 0.02735, 0.27704], [2.55575, -1.52453, -1.71428], [2.62096, -2.35602, 0.02283], [1.75266, 1.17161, 1.23418], [-0.61708, 1.47416, -0.76464], [-0.44588, -1.44795, -0.42136], [-1.55111, -0.78225, -1.68902], [-2.28950, -1.76215, -0.60563], [-1.53193, 1.73172, 2.02665], [-0.68810, 2.92996, 1.14714]],
  "lowdin_charge": [-0.02, 0.06, -0.20, 0.02, -0.12, 0.22, -0.02, 0.11, 0.11, 0.08, 0.15, 0.10, 0.09, 0.10, 0.15, 0.16]
}


{
  "formula": "C4H9N2O",
  "method": "the ωB97M-V functional and the def2-TZVPD basis",
  "multiplicity": 1,
  "homo_energy_ha": -0.4980,
  "charge": 1,
  "de_lowest_kj_mol": 438.4,
  "elements": ["C", "C", "C", "C", "N", "N", "O", "H", "H", "H", "H", "H", "H", "H", "H", "H"],
  "coordinates": [[-0.41471, -0.81648, -0.50142], [0.80259, 1.47818, 0.95026], [0.70535, 0.76769, 2.07853], [-1.02812, -0.57256, -2.70900], [-0.91819, -0.03391, -1.29277], [0.49758, -1.47919, 0.16433], [-0.37214, 0.58695, 2.85153], [-0.04113, 1.97748, 0.38028], [1.78610, 1.53148, 0.52888], [1.69859, 0.49887, 2.60743], [-1.66765, 0.05785, -3.33295], [-0.03683, -0.65288, -3.04198], [-1.60940, -1.51508, -2.62933], [0.29298, -2.43519, 0.46029], [1.22520, -0.77113, 0.43236], [-0.92023, 1.37792, 3.05357]],
  "lowdin_charge": [-0.09, -0.03, -0.34, 0.01, 0.16, 0.24, 0.01, 0.10, 0.06, 0.16, 0.10, 0.08, 0.11, 0.17, 0.14, 0.14]
}


{
  "formula": "C4H9N2O",
  "method": "the ωB97M-V functional and the def2-TZVPD basis",
  "multiplicity": 1,
  "homo_energy_ha": -0.5362,
  "charge": 1,
  "de_lowest_kj_mol": 296.4,
  "elements": ["C", "C", "C", "C", "N", "N", "O", "H", "H", "H", "H", "H", "H", "H", "H", "H"],
  "coordinates": [[-0.60988, -1.70046, 0.39019], [0.58477, -2.36508, 0.52294], [-0.25330, -0.36353, 0.17505], [1.93757, 0.81811, 0.01941], [1.06300, -0.30007, 0.19516], [-2.07636, 1.62498, -0.59628], [1.60279, -1.52717, 0.40298], [-1.59151, -2.12028, 0.44126], [0.82263, -3.39545, 0.71344], [-0.75699, 0.81199, 0.04681], [2.75770, 0.76298, 0.73489], [2.35487, 0.82594, -0.98970], [1.38043, 1.73930, 0.18007], [-2.24551, 1.18222, -1.49470], [-2.11126, 2.62774, -0.74414], [-2.85894, 1.37877, 0.00262]],
  "lowdin_charge": [0.02, -0.02, 0.00, 0.04, -0.14, 0.02, 0.11, 0.12, 0.15, 0.16, 0.12, 0.12, 0.11, 0.06, 0.06, 0.06]
}


{
  "formula": "C4H9N2O",
  "method": "the ωB97M-V functional and the def2-TZVPD basis",
  "multiplicity": 1,
  "homo_energy_ha": -0.5250,
  "charge": 1,
  "de_lowest_kj_mol": 417.8,
  "elements": ["C", "C", "C", "C", "N", "N", "O", "H", "H", "H", "H", "H", "H", "H", "H", "H"],
  "coordinates": [[0.64168, -1.84308, 0.81237], [-1.16342, -0.28318, 2.09723], [0.33721, 1.81223, -1.78667], [-0.41301, -0.96937, 1.28672], [-0.12119, -1.01578, -0.20515], [1.17268, 1.10139, -2.33785], [0.11885, 1.91032, -0.42830], [1.67349, -1.67740, 0.86182], [0.38201, -2.87871, 0.74528], [-1.79546, 0.50418, 1.66247], [-1.00111, -0.44290, 3.14947], [-0.28104, 2.52816, -2.37129], [-0.97370, -1.35880, -0.83271], [0.38468, -0.28019, -0.54336], [1.68450, 0.41399, -1.83183], [-0.64616, 2.47917, -0.27819]],
  "lowdin_charge": [0.05, 0.15, -0.35, -0.20, 0.16, 0.14, 0.00, 0.13, 0.13, 0.10, 0.10, 0.14, 0.26, 0.04, 0.04, 0.11]
}


{
  "formula": "C4H9N2O",
  "method": "the ωB97M-V functional and the def2-TZVPD basis",
  "multiplicity": 1,
  "homo_energy_ha": -0.5249,
  "charge": 1,
  "de_lowest_kj_mol": 112.5,
  "elements": ["C", "C", "C", "N", "C", "N", "H", "H", "H", "H", "H", "H", "H", "H", "H", "O"],
  "coordinates": [[-1.52612, 1.45452, -0.24639], [-0.78217, 0.19033, -0.06968], [-0.47357, -0.38753, 1.13677], [0.05461, -1.65505, 0.88476], [0.00075, -1.84425, -0.44701], [-0.28211, -0.67806, -1.01706], [-2.45602, 1.21184, -0.77190], [-1.74882, 1.93468, 0.70135], [-0.96502, 2.15857, -0.87134], [-0.95432, -0.00677, 2.02456], [0.83073, -2.13097, 1.33435], [0.39062, -2.66493, -1.03249], [-0.34953, -0.62218, -2.02055], [2.04736, 1.81768, 0.72491], [2.17014, 2.76291, -0.53564], [2.39012, 1.90719, -0.15007]],
  "lowdin_charge": [0.00, -0.26, 0.00, 0.12, -0.03, 0.17, 0.10, 0.10, 0.10, 0.14, 0.19, 0.17, 0.19, 0.01, 0.05, -0.05]
}


{
  "formula": "C4H9N2O",
  "method": "the ωB97M-V functional and the def2-TZVPD basis",
  "multiplicity": 1,
  "smiles": "C[C@]1(O)N=CC[NH2+]1",
  "homo_energy_ha": -0.5781,
  "charge": 1,
  "de_lowest_kj_mol": 217.7,
  "elements": ["C", "C", "O", "N", "C", "C", "N", "H", "H", "H", "H", "H", "H", "H", "H", "H"],
  "coordinates": [[0.26597, 1.67672, -0.71786], [-0.55597, 0.63169, -0.03210], [-1.94674, 0.75159, -0.16686], [-0.20533, 0.40817, 1.31848], [0.40320, -0.69425, 1.48068], [0.65591, -1.61488, 0.38281], [-0.07298, -0.93712, -0.71886], [-0.02316, 1.89384, -1.75427], [1.30942, 1.44387, -0.77024], [0.21952, 2.60414, -0.09293], [-2.39825, 1.11504, 0.62212], [0.83203, -0.87063, 2.41756], [1.76693, -1.72990, 0.00542], [0.29228, -2.65899, 0.47578], [0.57713, -0.79972, -1.47344], [-1.11998, -1.21958, -0.97631]],
  "lowdin_charge": [0.01, -0.46, 0.06, 0.17, -0.09, -0.10, 0.12, 0.11, 0.08, 0.13, 0.15, 0.12, 0.19, 0.15, 0.14, 0.23]
}